A:
Computed, not measured: the molecule C17H22N2O5, with ωB97M-V/def2-TZVPD.

The geometry in XYZ format:
```
46
Properties=species:S:1:pos:R:3:nbo_charge:R:1
C -7.83 -0.18 -0.33 -0.6290
C -6.79 0.92 -0.87 -0.0959
O -5.57 0.31 -1.05 -0.5188
C -4.97 0.42 0.31 0.7839
O -5.49 0.76 1.47 -0.5931
C -3.56 0.03 0.00 -0.2282
C -2.77 0.01 1.15 -0.0680
C -1.38 -0.52 1.16 -0.2723
C -0.97 -0.72 -0.03 0.1937
N 0.31 -1.46 -0.08 -0.6112
C 1.43 -1.61 0.76 0.7133
O 1.26 -1.20 1.95 -0.6110
C 2.80 -1.90 0.07 -0.5631
C 3.29 -0.95 -0.69 0.0346
O 4.78 -1.28 -1.09 -0.5409
C 5.63 -1.16 -0.06 -0.0442
C 5.73 0.57 -0.07 -0.1942
N 4.30 1.23 -0.16 -0.4289
C 4.18 2.46 0.59 -0.2495
C 4.57 3.33 -0.48 -0.6510
C 3.21 0.51 -0.30 0.6447
O 2.03 0.92 -0.17 -0.6464
C -1.84 -0.80 -1.29 -0.1827
C -3.01 -0.62 -1.21 -0.2031
H -7.82 -1.19 -1.03 0.1974
H -9.02 0.23 -0.53 0.2155
H -7.49 -0.53 0.60 0.2201
H -7.01 1.34 -1.91 0.1785
H -6.97 1.75 -0.21 0.1998
H -3.21 0.29 2.21 0.2413
H -0.92 -0.42 2.28 0.2944
H 0.70 -1.73 -1.00 0.3699
H 2.48 -2.91 -0.26 0.2464
H 3.31 -2.20 0.89 0.2551
H 2.82 -0.97 -1.73 0.2316
H 5.24 -1.37 1.04 0.1645
H 6.64 -1.42 -0.23 0.2027
H 6.09 1.01 -1.06 0.2009
H 6.23 0.90 0.64 0.1534
H 4.73 2.54 1.76 0.2103
H 3.07 2.59 0.82 0.2584
H 4.37 4.39 -0.06 0.2049
H 5.69 3.57 -0.64 0.2188
H 4.05 3.35 -1.55 0.2434
H -1.35 -1.25 -2.26 0.2154
H -3.64 -0.33 -1.94 0.2384
```

Output
Kohn-Sham gap = 8.64 eV
HOMO = -8.604 eV
SMILES string = CCOC(=O)c1ccc(NC(=O)C[C@@H]2OCCN(CC)C2=O)cc1

=====

B:
Computed, not measured: the molecule C17H22N2O5, with ωB97M-V/def2-TZVPD.

The geometry in XYZ format:
```
46
Properties=species:S:1:pos:R:3:nbo_charge:R:1
C 7.31 0.60 1.09 -0.6340
C 6.57 0.93 -0.21 -0.0729
O 5.17 0.72 -0.08 -0.5145
C 4.73 -0.54 -0.23 0.7885
O 5.46 -1.47 -0.49 -0.6049
C 3.27 -0.66 -0.06 -0.2026
C 2.47 0.44 0.26 -0.1554
C 1.11 0.29 0.41 -0.2772
C 0.51 -0.96 0.26 0.2649
N -0.86 -1.04 0.44 -0.6582
C -1.69 -2.12 0.29 0.6851
O -1.34 -3.23 -0.03 -0.5902
C -3.14 -1.77 0.61 -0.4989
C -3.71 -0.63 -0.27 -0.1579
C -5.23 -0.63 -0.06 0.7742
O -5.90 -1.58 -0.35 -0.5603
O -5.83 0.43 0.49 -0.4892
C -5.12 1.62 0.81 -0.0883
C -3.65 1.33 1.08 -0.2475
N -3.03 0.64 -0.03 -0.4768
C -2.89 1.45 -1.24 -0.2155
C -1.73 0.97 -2.10 -0.6135
C 1.31 -2.07 -0.05 -0.2853
C 2.67 -1.91 -0.21 -0.1236
H 8.37 0.83 0.97 0.2152
H 7.20 -0.45 1.32 0.2249
H 6.90 1.19 1.91 0.2082
H 6.68 1.98 -0.47 0.1863
H 6.95 0.30 -1.02 0.1996
H 2.93 1.41 0.38 0.2314
H 0.50 1.14 0.67 0.2035
H -1.34 -0.16 0.56 0.4306
H -3.20 -1.50 1.66 0.2188
H -3.74 -2.66 0.45 0.2672
H -3.56 -0.93 -1.31 0.2446
H -5.23 2.32 -0.02 0.1820
H -5.62 2.03 1.69 0.2039
H -3.55 0.70 1.97 0.2052
H -3.11 2.27 1.27 0.2179
H -3.81 1.45 -1.84 0.1753
H -2.69 2.48 -0.93 0.1999
H -1.86 -0.07 -2.40 0.2098
H -0.79 1.05 -1.57 0.2134
H -1.68 1.57 -3.00 0.2200
H 0.85 -3.03 -0.17 0.2592
H 3.30 -2.75 -0.45 0.2370
```

Output
Kohn-Sham gap = 9.04 eV
HOMO = -8.670 eV
SMILES string = CCOC(=O)c1ccc(NC(=O)C[C@H]2C(=O)OCCN2CC)cc1

=====

B is preferred energetically. Next in line: 1237.9 kJ/mol higher.

=====

A:
Computed, not measured: the ion C5H15N2 with charge +1, with ωB97M-V/def2-TZVPD.

The geometry in XYZ format:
```
22
Properties=species:S:1:pos:R:3:nbo_charge:R:1
C 1.09 2.48 1.97 -0.6237
C 0.71 1.06 1.56 -0.2167
N 0.22 0.95 0.16 -0.6694
C 0.66 -0.29 -0.54 -0.2607
C -0.47 -0.95 -1.28 -0.0273
C -0.36 -2.39 -1.65 -0.6516
N -1.68 -0.78 -0.30 -0.7286
H 1.79 2.99 1.30 0.2221
H 0.16 3.06 1.84 0.2101
H 1.39 2.52 3.00 0.2431
H 1.60 0.43 1.66 0.1791
H 0.07 0.53 2.26 0.1919
H 0.44 1.80 -0.35 0.3963
H 1.54 -0.22 -1.17 0.2398
H 1.02 -0.89 0.30 0.2106
H -0.75 -0.31 -2.12 0.2238
H -0.06 -2.51 -2.69 0.2606
H 0.29 -2.94 -0.97 0.2369
H -1.32 -2.91 -1.58 0.2324
H -2.62 -0.60 -0.65 0.4362
H -1.38 0.11 0.19 0.4674
H -1.78 -1.60 0.30 0.4276
```

Output
Kohn-Sham gap = 10.61 eV
HOMO = -13.664 eV
Charge = +1
SMILES string = CCNC[C@@H](C)[NH3+]

=====

B:
Computed, not measured: the ion C5H15N2 with charge +1, with ωB97M-V/def2-TZVPD.

The geometry in XYZ format:
```
22
Properties=species:S:1:pos:R:3:nbo_charge:R:1
C -1.38 1.37 -0.12 -0.6833
C -0.79 0.11 -0.59 0.1420
N -1.73 -1.23 -0.05 -0.8669
N 0.62 -0.12 -0.01 -0.2634
C 0.69 -0.18 1.45 -0.4292
C 1.09 -1.44 -0.52 -0.4631
C 1.50 1.04 -0.40 -0.4251
H -1.48 1.46 1.00 0.2380
H -2.52 1.18 -0.41 0.2635
H -0.93 2.23 -0.45 0.2374
H -0.92 -0.08 -1.70 0.2508
H -2.30 -1.49 -0.88 0.3792
H -2.53 -0.81 0.62 0.3827
H 1.52 -0.72 1.76 0.2367
H 0.80 0.92 1.79 0.2315
H -0.15 -0.75 1.99 0.2705
H 1.43 -1.67 -1.59 0.2616
H 1.78 -1.88 0.14 0.2268
H 0.09 -2.00 -0.42 0.2784
H 1.23 1.51 -1.44 0.2493
H 1.40 1.84 0.29 0.2272
H 2.58 0.68 -0.46 0.2553
```

Output
Kohn-Sham gap = 11.70 eV
HOMO = -14.362 eV
Charge = +1
SMILES string = C[C@H](N)[N+](C)(C)C

=====

A is preferred energetically. Next in line: 229.9 kJ/mol higher.

=====

A:
Computed, not measured: a cluster of 2 separate species, C5H15N2 in total, with ωB97M-V/def2-TZVPD.

The geometry in XYZ format:
```
22
Properties=species:S:1:pos:R:3:nbo_charge:R:1
C 0.59 1.30 -2.49 -0.4264
C -1.62 0.50 -1.78 0.1248
N -0.78 1.44 -1.93 -0.3743
H 1.29 1.32 -1.65 0.2534
H 0.74 2.14 -3.15 0.2519
H 0.64 0.30 -2.90 0.2354
H -1.37 -0.50 -2.10 0.2295
H -2.62 0.71 -1.41 0.2415
H -1.05 2.35 -1.63 0.4348
C 0.85 -1.95 1.88 -0.4177
N 0.36 -0.58 1.90 -0.4076
C 1.14 0.28 1.05 -0.4165
C -1.04 -0.49 1.58 -0.3993
H 1.90 -1.93 2.18 0.2132
H 0.76 -2.39 0.88 0.1588
H 0.32 -2.55 2.62 0.2175
H 0.79 1.30 1.16 0.1985
H 2.19 0.23 1.36 0.2237
H 1.16 -0.06 0.00 0.1241
H -1.37 0.54 1.65 0.1943
H -1.64 -1.12 2.24 0.2268
H -1.24 -0.84 0.54 0.1133
```

Output
Kohn-Sham gap = 6.65 eV
HOMO = -11.779 eV
Charge = +1

=====

B:
Computed, not measured: the ion C5H15N2 with charge +1, with ωB97M-V/def2-TZVPD.

The geometry in XYZ format:
```
22
Properties=species:S:1:pos:R:3:nbo_charge:R:1
C -2.12 -1.81 0.62 -0.6492
C -1.65 -0.55 -0.07 -0.2264
N -0.88 0.27 0.91 -0.5196
C -0.18 1.56 0.46 -0.2087
C 0.84 1.20 -0.68 -0.2366
N 1.32 -0.19 -0.34 -0.7138
C 2.71 -0.23 -0.94 -0.4297
H -2.49 -1.56 1.62 0.2164
H -1.50 -2.69 0.79 0.2435
H -2.99 -2.18 0.08 0.2549
H -2.58 -0.02 -0.19 0.2271
H -1.06 -0.63 -0.98 0.2319
H -1.42 0.38 1.77 0.4327
H -0.05 -0.24 1.24 0.4572
H -0.96 2.24 0.12 0.2273
H 0.28 1.89 1.39 0.2258
H 1.66 1.91 -0.68 0.2496
H 0.21 1.16 -1.58 0.2050
H 1.06 -1.10 -0.71 0.3970
H 3.18 -1.21 -0.87 0.2180
H 3.40 0.51 -0.53 0.2095
H 2.68 -0.17 -2.04 0.1882
```

Output
Kohn-Sham gap = 10.53 eV
HOMO = -13.414 eV
Charge = +1
SMILES string = CC[NH2+]CCNC

=====

C:
Computed, not measured: the ion C5H15N2 with charge +1, with ωB97M-V/def2-TZVPD.

The geometry in XYZ format:
```
22
Properties=species:S:1:pos:R:3:nbo_charge:R:1
C 2.02 -1.74 1.17 -0.4119
N 1.35 -0.51 0.65 -0.6488
C 0.79 -0.65 -0.69 -0.2474
C -0.21 0.53 -0.80 -0.0245
C -1.09 0.64 -2.03 -0.6445
N -1.10 0.30 0.44 -0.5553
C -1.71 1.44 1.13 -0.4341
H 2.34 -1.54 2.19 0.2231
H 2.95 -1.87 0.59 0.1965
H 1.39 -2.61 1.05 0.2092
H 2.04 0.22 0.66 0.3828
H 1.49 -0.64 -1.52 0.2245
H 0.24 -1.59 -0.74 0.2040
H 0.34 1.42 -0.49 0.2137
H -0.56 0.30 -2.92 0.2531
H -1.59 1.59 -2.16 0.2459
H -1.93 -0.07 -1.93 0.2144
H -1.80 -0.39 0.19 0.4232
H -0.29 -0.06 1.06 0.4725
H -2.14 2.16 0.43 0.2299
H -1.00 2.03 1.72 0.2340
H -2.41 1.06 1.86 0.2396
```

Output
Kohn-Sham gap = 11.24 eV
HOMO = -13.905 eV
Charge = +1
SMILES string = CNC[C@@H](C)[NH2+]C

=====

D:
Computed, not measured: the ion C5H15N2 with charge +1, with ωB97M-V/def2-TZVPD.

The geometry in XYZ format:
```
22
Properties=species:S:1:pos:R:3:nbo_charge:R:1
C -2.14 -0.66 1.15 -0.6561
C -1.15 -0.32 0.10 -0.0384
N -1.82 0.02 -1.23 -0.6784
C -0.11 0.82 0.37 -0.4603
C 0.99 0.94 -0.70 -0.4448
C 2.00 -0.25 -0.47 -0.2077
N 2.41 -0.46 0.90 -0.8731
H -2.36 0.26 1.76 0.2392
H -3.14 -0.94 0.82 0.2286
H -1.80 -1.49 1.77 0.2646
H -0.62 -1.24 -0.15 0.2152
H -2.21 0.96 -1.19 0.4388
H -1.12 -0.04 -1.97 0.4506
H -2.58 -0.67 -1.36 0.4468
H -0.60 1.81 0.48 0.2201
H 0.46 0.72 1.33 0.2904
H 0.74 0.98 -1.76 0.1940
H 1.59 1.87 -0.70 0.2442
H 2.85 -0.11 -1.20 0.1936
H 1.46 -1.20 -0.69 0.1713
H 2.63 -1.41 1.12 0.3813
H 3.09 0.14 1.33 0.3802
```

Output
Kohn-Sham gap = 9.00 eV
HOMO = -12.430 eV
Charge = +1
SMILES string = C[C@@H]([NH3+])CCCN

=====

C is preferred energetically. Next in line: 24.4 kJ/mol higher.